3 unconnected molecules or ions with the total composition C3H12NO2 at a distorted geometry, computed with ωB97M-V/def2-TZVPD.

## Properties
* DFT total energy: -8883.0883 eV
* strongest force on any atom: 4.5 eV/A
* relative energy (zero: lowest compared OMol25 entry of this formula, charge and spin): 41.2 kcal per mole
* charge: +1
* orbital gap: 0.4082 hartree
* HOMO: -14.253 eV

Each line ends with the Löwdin charge.
CARTESIAN COORDINATES (ANGSTROEM)
C -1.2539 -2.0574 2.2463  -0.06
C -0.3626 -1.4158 1.2237  -0.12
C -0.6504 -1.1828 -0.0446  -0.13
N -0.0837 -0.1402 -0.8705  0.16
H -2.1782 -1.4642 2.1823  0.09
H -0.9370 -1.8481 3.2752  0.09
H -1.5445 -3.0610 1.9424  0.09
H 0.6304 -1.0973 1.5429  0.11
H -1.6011 -1.4855 -0.4878  0.13
H 0.9919 -0.1436 -0.6276  0.13
H -0.4874 0.7784 -0.6976  0.15
H 0.0623 -0.3574 -1.8563  0.17
H 2.7032 1.4843 0.3356  0.10
H 2.5930 -0.0484 0.3685  0.07
O 2.1964 0.7417 -0.0170  -0.03
H -0.4748 3.5352 -2.7389  0.05
H -0.7507 3.4465 -1.3209  0.04
O -0.2925 2.9390 -1.9996  -0.06


3 unconnected molecules or ions with the total composition C3H12NO2 at a distorted geometry, computed with ωB97M-V/def2-TZVPD.

## Properties
* DFT total energy: -8883.1396 eV
* strongest force on any atom: 3.3 eV/A
* relative energy (zero: lowest compared OMol25 entry of this formula, charge and spin): 40.0 kcal per mole
* charge: +1
* orbital gap: 0.4073 hartree
* HOMO: -14.436 eV

Each line ends with the Löwdin charge.
CARTESIAN COORDINATES (ANGSTROEM)
C 3.8087 -0.4345 -1.2079  -0.07
C 2.6962 -0.3838 -0.2292  -0.11
C 1.4504 -0.1439 -0.6867  -0.08
N 0.3008 -0.2729 0.2508  0.16
H 3.4698 -0.6166 -2.2222  0.08
H 4.5355 0.3688 -1.2415  0.09
H 4.2308 -1.4054 -0.8496  0.11
H 2.8349 -0.3763 0.8495  0.13
H 1.1128 -0.5266 -1.6355  0.13
H 0.3325 0.3895 1.0270  0.16
H -0.6601 -0.2776 -0.1183  0.13
H 0.2627 -1.2273 0.6398  0.18
H -3.0952 1.0742 0.1433  0.05
H -2.7862 0.7174 1.5383  0.06
O -2.3228 0.7932 0.6774  -0.08
H -6.0590 1.0577 0.8064  0.05
H -4.9892 0.3777 1.5348  0.05
O -5.1225 0.8865 0.7236  -0.05


3 unconnected molecules or ions with the total composition C3H12NO2 at a distorted geometry, computed with ωB97M-V/def2-TZVPD.

## Properties
* DFT total energy: -8882.9831 eV
* strongest force on any atom: 3.4 eV/A
* relative energy (zero: lowest compared OMol25 entry of this formula, charge and spin): 43.6 kcal per mole
* charge: +1
* orbital gap: 0.3805 hartree
* HOMO: -13.568 eV

Each line ends with the Löwdin charge.
CARTESIAN COORDINATES (ANGSTROEM)
C 1.2624 1.0933 0.9764  -0.08
C 1.5157 0.1929 -0.1777  -0.34
C 2.1751 0.7001 -1.2778  0.10
N 1.0422 -1.1979 0.2290  0.20
H 0.3753 0.8559 1.7217  0.13
H 2.1921 0.8213 1.5363  0.10
H 1.2932 2.1675 0.6804  0.10
H 2.1129 0.2119 -2.2593  0.08
H 2.6244 1.7037 -1.2547  0.09
H 1.1426 -1.4531 1.2301  0.18
H 1.5553 -1.9014 -0.3638  0.19
H 0.0355 -1.2016 -0.0049  0.03
H -1.9915 -0.4918 -0.2570  0.06
H -1.9641 -2.0268 -0.5351  0.10
O -1.3950 -1.2753 -0.3336  -0.02
H -3.9476 0.8646 0.8211  0.12
H -4.4274 0.3065 -0.6052  0.09
O -3.6012 0.6302 -0.1256  -0.11


2 unconnected molecules or ions with the total composition C3H12NO2 at a distorted geometry, computed with ωB97M-V/def2-TZVPD.

## Properties
* spin multiplicity: 2
* DFT total energy: -8868.7541 eV
* strongest force on any atom: 4.9 eV/A
* relative energy (zero: lowest compared OMol25 entry of this formula, charge and spin): 47.3 kcal per mole
* charge: +2
* orbital gap (spin up / spin down): 0.4383 / 0.1938 hartree
* expectation value of S²: 0.755
* HOMO (spin up / spin down): -19.687 / -19.685 eV

Each line ends with the Löwdin charge.
CARTESIAN COORDINATES (ANGSTROEM)
C -0.2761 0.7102 0.5126  -0.01
C 1.0038 -0.1084 0.6947  -0.26
C 2.3317 0.6348 0.8197  0.03
O 1.1454 -1.1246 -0.4042  0.28
N -1.4948 -0.2343 0.2420  0.20
H -0.1798 1.4275 -0.2427  0.13
H -0.4168 1.2028 1.5487  0.19
H 0.9118 -0.5784 1.6730  0.20
H 2.7549 0.9923 -0.1823  0.16
H 2.2519 1.5976 1.3665  0.15
H 2.9062 -0.0073 1.3244  0.06
H 2.1964 -1.3218 -0.4503  0.26
H -1.2681 -1.1849 0.0685  0.13
H -2.2616 -0.2246 1.0152  0.23
H -2.1084 0.0531 -0.5052  0.10
H -2.3106 0.1380 -2.7505  0.13
H -2.9077 -1.2880 -2.5870  0.10
O -2.2782 -0.6839 -2.1432  -0.08


Look up the charge of the fourth one. +2